{"formula": "ClNi", "method": "the ωB97M-V functional and the def2-TZVPD basis", "homo_lumo_gap_ev": [9.36, 7.18], "homo_ev": [-17.305, -16.891], "e_above_lowest_kj_mol": 29.9, "total_charge": 1, "lumo_ha": [-0.2922, -0.3569], "multiplicity": 3, "max_force_ha_per_bohr": 0.048, "species": ["Ni", "Cl"], "coordinates": [[-26.0498, -23.3222, -0.5676], [-27.5813, -22.1705, 0.6360]], "forces_ev_per_angstrom": [[-1.671, 1.257, 1.316], [1.671, -1.257, -1.316]], "lowdin_charge": [0.828, 0.172]}

***

{"formula": "ClNi2", "method": "the ωB97M-V functional and the def2-TZVPD basis", "homo_lumo_gap_ev": [12.03, 9.20], "homo_ev": [-29.922, -29.939], "e_above_lowest_kj_mol": 166.5, "total_charge": 3, "lumo_ha": [-0.6575, -0.7620], "multiplicity": 5, "max_force_ha_per_bohr": 0.156, "species": ["Ni", "Ni", "Cl"], "coordinates": [[-1.5429, 0.7119, -0.8215], [1.5735, -0.5415, 1.0382], [-0.0306, -0.1704, -0.2167]], "forces_ev_per_angstrom": [[-6.562, 3.834, -2.622], [2.643, -0.600, 2.079], [3.919, -3.234, 0.543]], "lowdin_charge": [1.070, 1.334, 0.595]}

***

{"formula": "ClO2PS", "method": "the ωB97M-V functional and the def2-TZVPD basis", "homo_lumo_gap_ev": [7.79, 7.79], "homo_ev": [-9.176, -9.177], "e_above_lowest_kj_mol": 104.4, "smiles": "O=PCl.O=S", "lumo_ha": [-0.0509, -0.0509], "multiplicity": 1, "max_force_ha_per_bohr": 0.039, "species": ["O", "O", "P", "S", "Cl"], "coordinates": [[-1.8510, -0.0867, -3.2959], [0.1085, -0.8025, 2.2283], [1.5293, -0.6626, 2.3574], [-1.9101, 0.8950, -2.2150], [2.1232, 0.6569, 0.9252]], "forces_ev_per_angstrom": [[0.044, -0.717, -0.796], [-1.992, -0.379, 0.040], [1.623, 0.031, 0.290], [-0.036, 0.711, 0.807], [0.360, 0.352, -0.341]], "lowdin_charge": [-0.702, -0.544, 0.423, 0.700, 0.123]}

***

{"formula": "ClO4", "method": "the ωB97M-V functional and the def2-TZVPD basis", "homo_lumo_gap_ev": 9.97, "homo_ev": -5.311, "e_above_lowest_kj_mol": 22.7, "total_charge": -1, "lumo_ha": 0.1714, "multiplicity": 1, "max_force_ha_per_bohr": 0.051, "species": ["Cl", "O", "O", "O", "O"], "coordinates": [[0.0330, 0.0329, 0.0185], [1.2768, -0.7837, -0.1206], [0.1105, 1.3775, 0.6177], [-0.5816, 0.2600, -1.2851], [-0.8387, -0.8868, 0.7694]], "forces_ev_per_angstrom": [[-1.284, -2.012, -0.717], [-0.576, 2.544, 0.106], [1.039, -1.741, 0.307], [0.687, -0.295, 0.061], [0.134, 1.504, 0.242]], "lowdin_charge": [0.672, -0.421, -0.405, -0.419, -0.426]}